Computed, not measured: a structure of composition C14H25N4O3PSW, with ωB97M-V/def2-TZVPD.

Results
DFT total energy	-1798.275772	a.u.
energy relative to the best compared isomer or geometry (same formula, charge and spin)	0.0	kJ/mol
E_LUMO	-14.0	eV

```
! RIJCOSX wB97M-V def2-TZVPD def2/J DEFGRID3
* xyz 4 1
W 0.6560 -0.2970 0.4976
S -0.6912 1.7718 0.1270
P -1.6489 -1.4196 0.2583
O 0.9975 -0.3177 2.1841
O 1.4744 -1.6310 -0.1627
O 1.6077 -1.6478 4.7244
N 3.8526 -0.4551 2.3433
N 1.0857 3.2383 -1.3345
N 2.3877 0.8394 -0.5136
N -1.0928 4.0183 -1.1824
C 3.8153 -0.0710 1.2726
C -2.1267 -1.1419 -1.4726
C -1.4948 -3.2016 0.5820
C -0.1459 3.0936 -0.8952
C 0.4489 5.3053 -2.3843
C -0.9431 -1.0597 -2.4388
C -4.2764 -1.3560 1.1838
C 3.7563 0.3949 -0.1225
C -0.7526 -4.0199 -0.4716
C -0.8266 5.1229 -1.9079
C 2.4760 -1.2901 4.1446
C 3.8491 -0.9566 3.6703
C 1.3785 4.3244 -2.0741
C -2.8917 -0.7179 1.3801
H -2.9346 0.3564 1.1888
H -2.7276 -0.2303 -1.4961
H -2.0371 3.8810 -0.8293
H 2.4007 4.4059 -2.4238
H 2.2898 0.5865 -1.5011
H -1.3024 -0.8916 -3.4531
H -1.6482 5.8088 -2.0771
H 4.5094 1.1845 -0.2305
H -4.9928 -0.8247 1.8082
H -2.5346 -0.8558 2.4037
H -2.7910 -1.9673 -1.7459
H -0.7708 -5.0672 -0.1737
H -4.6225 -1.2814 0.1528
H -0.3393 -1.9648 -2.4394
H -4.2939 -2.4004 1.4883
H 4.2557 -0.2183 4.3804
H 0.7085 6.1746 -2.9725
H 0.2912 -3.7253 -0.5763
H 4.4351 -1.8883 3.7426
H -0.2924 -0.2021 -2.2039
H -1.2392 -3.9595 -1.4442
H -1.0747 -3.3269 1.5829
H 4.0797 -0.4588 -0.7302
H -2.5387 -3.5286 0.6457
H 2.2749 1.8673 -0.5042
*
```

Charges per atom according to Löwdin partitioning, unit e: 1.322 0.663 0.857 -0.476 -0.417 0.484 0.252 0.059 -0.062 0.119 0.160 -0.357 -0.344 -0.666 0.056 -0.136 -0.094 -0.075 -0.108 0.062 0.113 0.058 -0.003 -0.376 0.056 0.096 0.176 0.146 0.129 0.105 0.174 0.178 0.102 0.099 0.117 0.103 0.086 0.072 0.083 0.208 0.152 0.054 0.210 0.025 0.085 0.100 0.176 0.103 0.076